1.
{
  "formula": "C4H11FeO3",
  "method": "ωB97M-V/def2-TZVPD",
  "species": ["C", "O", "C", "C", "O", "C", "H", "H", "H", "H", "H", "H", "H", "H", "H", "Fe", "O", "H", "H"],
  "xyz": [[0.5175, -1.5569, -1.2070], [0.3501, -0.2451, -0.7101], [0.1214, -0.1952, 0.6718], [-0.4383, 1.1518, 1.0538], [-1.8375, 1.0777, 1.1560], [-2.4198, 2.2447, 1.6766], [0.4458, -2.5567, -0.7412], [-0.4845, -1.7603, -1.6397], [1.0710, -0.3586, 1.2176], [-0.5818, -0.9876, 0.9913], [-0.1512, 1.9070, 0.2984], [0.0087, 1.4624, 2.0161], [-3.5079, 2.1104, 1.6691], [-2.0901, 2.4267, 2.7146], [-2.1556, 3.1264, 1.0675], [3.1790, -2.1870, -1.2858], [3.0935, -1.8246, -3.0478], [3.4701, -2.3161, -3.7781], [1.4097, -1.5188, -2.1233]],
  "forces_ev_per_angstrom": [[0.5, -0.2, -3.9], [0.5, -0.6, 1.0], [0.1, -0.6, 0.5], [1.2, -0.8, -0.1], [0.4, 0.9, 0.2], [-1.7, 0.3, 0.1], [1.0, 0.7, 1.9], [0.7, 0.1, -1.4], [-0.3, 0.1, 0.0], [0.2, 0.3, 0.0], [-0.3, 0.1, 0.1], [-0.5, 0.3, -0.1], [0.4, -0.1, 0.0], [0.3, -0.1, -0.2], [0.3, -0.2, 0.1], [-0.3, 0.2, -1.5], [0.3, -0.2, 1.7], [0.2, -0.2, -0.4], [-2.9, -0.1, 2.1]],
  "total_charge": 2,
  "relative_energy_ev": 3.752,
  "gap_ev": [8.5, 5.5],
  "multiplicity": 6
}

---

2.
{
  "formula": "C4H11IN",
  "method": "ωB97M-V/def2-TZVPD",
  "species": ["C", "C", "C", "C", "N", "I", "H", "H", "H", "H", "H", "H", "H", "H", "H", "H", "H"],
  "xyz": [[1.0318, 1.4543, 0.2141], [0.8160, -1.9663, 0.2742], [-1.5415, 1.0722, -0.5355], [-0.1665, 0.4787, 0.4010], [0.0240, -0.8204, -0.3475], [-3.2266, 0.0578, 0.2636], [1.2506, 1.6031, -0.8384], [0.7265, 2.2472, 0.8747], [1.9701, 0.9636, 0.6166], [0.3106, -2.4308, 1.0620], [1.3003, -2.6462, -0.4229], [1.7278, -1.5648, 0.6986], [-1.6785, 2.1201, -0.2966], [-1.6205, 0.9101, -1.6951], [-0.3804, 0.3225, 1.4037], [0.4436, -0.6050, -1.2209], [-0.9872, -1.1959, -0.4515]],
  "forces_ev_per_angstrom": [[0.2, -2.9, 1.0], [2.0, 1.6, -0.5], [1.3, -0.7, 0.8], [-0.6, 1.8, -5.5], [-1.6, -2.4, 1.9], [-0.2, -0.2, 0.0], [-0.4, 0.8, 0.0], [0.5, 1.0, -0.4], [-1.0, 0.7, -0.1], [-1.2, -0.7, 0.8], [-1.1, -0.2, -0.6], [0.0, 0.7, 0.4], [0.1, 0.1, -0.1], [1.0, 0.2, 2.3], [-0.8, -0.5, 1.7], [0.1, 0.2, -1.2], [1.7, 0.6, -0.3]],
  "total_charge": 1,
  "relative_energy_ev": 1.005,
  "gap_ev": 10.1,
  "smiles": "C[NH2+][C@@H](C)CI",
  "multiplicity": 1
}

---

3.
{
  "formula": "C4H11INO",
  "method": "ωB97M-V/def2-TZVPD",
  "species": ["I", "C", "C", "C", "O", "C", "N", "H", "H", "H", "H", "H", "H", "H", "H", "H", "H", "H"],
  "xyz": [[2.4604, 1.1007, -4.3482], [1.5983, -0.6999, -0.2613], [0.1313, -0.7665, -0.6985], [-0.8119, -0.5661, 0.4660], [-0.5259, 0.6740, 1.0839], [-1.4046, 0.9486, 2.1465], [-0.1825, 0.2650, -1.7348], [2.2693, -1.1021, -1.0198], [1.7656, -1.2216, 0.6898], [1.9036, 0.3372, -0.1128], [-0.0496, -1.7095, -1.2148], [-0.7245, -1.3708, 1.2107], [-1.8373, -0.5617, 0.0604], [-1.5710, 0.0594, 2.7648], [-2.3756, 1.2936, 1.7654], [-0.9500, 1.7386, 2.7406], [-0.3660, 1.1446, -1.2615], [0.6703, 0.4365, -2.2764]],
  "forces_ev_per_angstrom": [[0.1, 0.0, 0.0], [0.1, 0.1, 0.3], [0.5, 1.1, -0.9], [-0.3, -0.2, -0.4], [0.0, -0.1, 0.2], [0.0, 0.1, -0.3], [0.2, -0.4, 0.6], [-0.1, -0.1, -0.1], [0.0, -0.1, -0.1], [-0.1, 0.0, 0.0], [-0.2, -0.3, 0.5], [0.0, 0.0, -0.1], [0.0, 0.0, 0.2], [0.0, 0.0, 0.1], [0.0, 0.0, 0.1], [-0.1, 0.0, 0.1], [0.1, 0.0, 0.0], [-0.3, 0.0, -0.3]],
  "total_charge": -1,
  "relative_energy_ev": 0.251,
  "gap_ev": 6.4,
  "multiplicity": 1
}

---

4.
{
  "formula": "C4H11INO",
  "method": "ωB97M-V/def2-TZVPD",
  "species": ["C", "C", "C", "C", "N", "O", "I", "H", "H", "H", "H", "H", "H", "H", "H", "H", "H", "H"],
  "xyz": [[2.0506, 1.2091, 0.2395], [-2.0251, -0.9116, -1.0493], [0.8413, 0.8315, 1.0451], [-0.0636, -0.2659, 0.5027], [-0.9430, 0.0357, -0.8587], [0.8356, -1.3148, 0.2920], [1.4100, 0.0582, 3.1153], [2.7140, 0.3411, 0.2459], [1.5614, 1.3502, -0.7141], [2.6239, 2.1147, 0.5082], [-1.7448, -1.9344, -1.2937], [-2.7758, -0.9508, -0.2279], [-2.5918, -0.5484, -1.9686], [0.2616, 1.6853, 1.3710], [-0.9653, -0.3760, 1.1961], [-1.2530, 0.9429, -0.8479], [-0.2514, -0.1450, -1.5768], [0.3153, -2.1219, 0.0212]],
  "forces_ev_per_angstrom": [[-0.2, -0.6, 0.0], [-3.0, 0.1, -1.6], [-2.4, 1.0, -2.4], [0.6, 1.7, 1.9], [2.7, -3.8, 0.8], [-2.7, -1.2, -1.1], [1.0, -1.0, 3.1], [0.2, 0.3, -0.5], [0.9, 0.3, -1.0], [-0.7, -0.5, 0.2], [0.6, 0.2, 0.2], [0.9, 0.3, -0.3], [0.5, -0.6, 1.1], [-0.3, 0.3, 0.2], [1.4, -0.6, -0.5], [-0.8, 2.9, 0.0], [0.1, 0.6, -0.5], [1.0, 0.8, 0.6]],
  "total_charge": 1,
  "relative_energy_ev": 0.000,
  "gap_ev": [6.3, 6.8],
  "multiplicity": 3
}

---

5.
{
  "formula": "C4H11N2",
  "method": "ωB97M-V/def2-TZVPD",
  "species": ["C", "C", "C", "C", "N", "N", "H", "H", "H", "H", "H", "H", "H", "H", "H", "H", "H"],
  "xyz": [[0.4150, -1.4756, -0.9652], [-1.0440, -0.8923, -0.6554], [-0.8800, 0.1543, 0.3139], [-0.2339, 1.4011, -0.0142], [0.0596, 2.2726, 0.9306], [1.2609, -1.2675, 0.2777], [0.8623, -0.7435, -1.8003], [0.3774, -2.6013, -1.1735], [-1.5306, -0.4379, -1.5999], [-1.7380, -1.7282, -0.3440], [-1.4462, 0.0391, 1.2284], [0.1267, 1.4528, -1.0501], [-0.5356, 2.4657, 1.7381], [0.5447, 3.0792, 0.6333], [2.0937, -1.7122, 0.0473], [1.4725, -0.3192, 0.6096], [0.9871, -1.6549, 1.1789]],
  "forces_ev_per_angstrom": [[-1.6, 1.2, -1.1], [-0.3, -1.6, -2.7], [0.3, 5.0, 0.1], [-3.1, -6.5, 0.0], [0.4, 2.4, 1.6], [-0.9, 0.5, -0.6], [-0.5, -2.3, 1.8], [0.5, 1.9, 0.0], [1.0, -1.0, 1.0], [0.8, 1.0, -0.1], [0.5, 0.2, 0.4], [0.3, 0.6, 0.7], [0.2, -0.6, -0.6], [0.4, 0.9, -0.1], [2.9, -1.1, -0.2], [0.1, 0.7, -0.7], [-1.0, -1.2, 0.7]],
  "total_charge": 0,
  "relative_energy_ev": 3.484,
  "gap_ev": [4.0, 8.5],
  "multiplicity": 2
}

---

6.
{
  "formula": "C4H11N2",
  "method": "ωB97M-V/def2-TZVPD",
  "species": ["C", "C", "C", "C", "N", "N", "H", "H", "H", "H", "H", "H", "H", "H", "H", "H", "H"],
  "xyz": [[0.5047, 0.5034, -0.1529], [1.7224, 1.7247, -1.8704], [-0.2547, -1.9483, 0.9984], [-1.8695, -0.2429, 1.4638], [0.5527, 1.3944, -1.0981], [-0.5249, -0.6406, 1.4193], [-0.2931, 1.9027, -1.3500], [1.4472, 0.0171, 0.0634], [2.6055, 1.2487, -1.4511], [1.5813, 1.3840, -2.8984], [1.8635, 2.8060, -1.8883], [-0.3913, -2.5647, 1.8977], [-0.9102, -2.3454, 0.2159], [0.7953, -2.0640, 0.7313], [-2.5060, -0.6214, 0.6542], [-2.2564, -0.6597, 2.4047], [-1.9465, 0.8396, 1.5606]],
  "forces_ev_per_angstrom": [[-0.5, -0.5, 0.5], [0.9, 0.4, -0.8], [0.1, -1.0, -0.6], [-1.1, 0.3, -0.1], [-1.3, -1.3, 1.8], [1.7, 2.4, -1.3], [0.0, -0.1, 0.1], [0.3, 0.0, -0.1], [-0.1, 0.0, 0.1], [0.0, 0.0, 0.1], [0.0, -0.1, 0.1], [0.0, 0.0, 0.1], [0.0, 0.1, 0.0], [0.0, 0.0, 0.0], [0.1, 0.0, 0.0], [0.1, -0.1, 0.0], [0.0, -0.1, 0.0]],
  "total_charge": 1,
  "relative_energy_ev": 5.289,
  "gap_ev": [8.7, 8.6],
  "multiplicity": 1
}

---

7.
{
  "formula": "C4H11N2",
  "method": "ωB97M-V/def2-TZVPD",
  "species": ["C", "C", "C", "C", "N", "N", "H", "H", "H", "H", "H", "H", "H", "H", "H", "H", "H"],
  "xyz": [[-0.9553, -1.7853, 1.3366], [-0.2058, -0.9815, -0.2551], [-0.3632, -2.1901, 2.4191], [0.6434, -0.0860, -2.3341], [0.0986, 0.0508, -1.0241], [0.0649, 1.9723, 0.6243], [-1.9884, -1.9404, 0.9559], [0.1229, -1.9813, -0.6489], [0.2684, 1.1953, -0.3387], [0.5710, -1.8940, 2.8074], [-0.8434, -2.8864, 3.1526], [1.4539, 0.6141, -2.2889], [1.0850, -1.0668, -2.5766], [-0.1832, 0.3018, -2.9949], [1.0352, 2.1447, 0.9076], [-0.5309, 1.4459, 1.2818], [-0.3207, 2.9124, 0.3740]],
  "forces_ev_per_angstrom": [[-0.8, 2.4, -3.6], [1.3, -1.4, -0.1], [-0.6, -0.8, 1.3], [-0.4, 0.2, -0.7], [-1.3, -2.4, 4.4], [0.7, 1.2, -0.7], [1.0, -0.3, 0.6], [-0.6, 0.9, -0.3], [-1.7, -0.4, 0.1], [1.2, 0.4, -0.3], [-0.1, 0.7, -1.0], [0.5, 0.5, -0.8], [-0.7, 0.2, 0.0], [1.2, -0.7, 0.1], [-0.6, -0.2, 0.8], [0.7, 0.7, -0.1], [0.1, -1.3, 0.3]],
  "total_charge": 1,
  "relative_energy_ev": 4.778,
  "gap_ev": 10.9,
  "multiplicity": 1
}

---

8.
{
  "formula": "C4H11N2",
  "method": "ωB97M-V/def2-TZVPD",
  "species": ["C", "C", "C", "C", "N", "N", "H", "H", "H", "H", "H", "H", "H", "H", "H", "H", "H"],
  "xyz": [[0.2532, -0.4421, 0.5459], [-3.2845, -0.1811, -0.1589], [2.6489, -0.1497, -0.5780], [-1.9729, 0.4926, -0.2582], [-0.9136, -0.0877, 0.0849], [1.9085, 0.4292, 0.5540], [0.8611, -1.0880, -0.0254], [0.1640, -0.6369, 1.6261], [-3.7204, -0.2520, -1.0792], [-3.2492, -1.0066, 0.5313], [-3.9389, 0.5748, 0.2931], [3.6008, 0.4227, -0.6059], [2.8051, -1.2340, -0.4722], [2.1694, -0.0868, -1.5663], [-1.8258, 1.4959, -0.5966], [2.4842, 0.3333, 1.4207], [2.0101, 1.4163, 0.2848]],
  "forces_ev_per_angstrom": [[-1.4, -0.4, 1.4], [0.6, 2.1, 2.5], [1.6, -0.6, -0.5], [1.4, -0.7, 0.3], [0.6, -0.2, 0.0], [1.0, 2.0, -0.4], [-0.7, -1.5, -0.6], [0.6, 0.2, -0.4], [-1.1, -1.1, -2.6], [-0.1, -0.6, -0.4], [0.0, 0.0, 0.3], [-0.3, -0.9, -0.4], [0.3, 0.4, 0.4], [-0.3, 0.6, 0.6], [-0.6, 0.9, -0.3], [-0.8, -0.1, -0.7], [-0.8, 0.0, 0.9]],
  "total_charge": 1,
  "relative_energy_ev": 3.437,
  "gap_ev": 11.0,
  "multiplicity": 1
}

---

9.
{
  "formula": "C4H11N2",
  "method": "ωB97M-V/def2-TZVPD",
  "species": ["C", "C", "C", "C", "N", "N", "H", "H", "H", "H", "H", "H", "H", "H", "H", "H", "H"],
  "xyz": [[0.8686, -0.5206, -1.4069], [-0.5617, -0.1546, -0.8551], [0.0851, 0.2308, 0.4648], [-0.6228, -0.0492, 1.7524], [-1.1000, 1.1282, -1.4513], [1.3189, -0.5071, 0.0452], [1.0408, -1.4717, -1.7034], [1.2514, 0.2632, -2.0147], [-1.2753, -0.9302, -0.9207], [0.2350, 1.3489, 0.4074], [-0.9298, -1.1542, 1.9591], [-1.3979, 0.6768, 1.9100], [0.2442, 0.2144, 2.4963], [-1.3352, 1.6809, -0.6970], [-1.9360, 0.9691, -1.9459], [1.4937, -1.4918, 0.5172], [2.1869, 0.0411, 0.2487]],
  "forces_ev_per_angstrom": [[-2.0, 1.3, 2.4], [0.5, 3.0, -2.1], [-2.0, 0.4, -0.6], [3.0, -1.7, 2.1], [1.8, -2.7, -0.6], [2.9, -0.5, 2.2], [0.3, -2.7, -1.8], [0.7, 0.5, -0.2], [-0.6, -1.0, 0.4], [0.6, -1.3, 0.0], [0.3, 2.1, -0.6], [-0.5, 0.0, 0.1], [-1.9, -0.6, -0.5], [-0.7, 1.7, 1.7], [-1.1, -0.2, -0.9], [-0.8, 2.3, -1.3], [-0.7, -0.7, -0.2]],
  "total_charge": 1,
  "relative_energy_ev": 2.573,
  "gap_ev": 10.5,
  "smiles": "C[C@H]1[NH2+]C[C@@H]1N",
  "multiplicity": 1
}

---

10.
{
  "formula": "C4H11N2",
  "method": "ωB97M-V/def2-TZVPD",
  "species": ["C", "C", "C", "C", "N", "N", "H", "H", "H", "H", "H", "H", "H", "H", "H", "H", "H"],
  "xyz": [[-0.1826, -0.4609, 1.6609], [-1.0178, 0.3701, 1.0007], [-1.5528, 1.6929, -0.8540], [-0.6858, 0.6820, -0.3555], [2.0849, -1.5906, -0.1012], [0.2730, 0.0576, -1.0046], [-0.3755, -0.7619, 2.7812], [0.6738, -0.7587, 1.1897], [-1.9194, 0.8376, 1.3051], [-1.5742, 2.4924, -0.0751], [-2.6114, 1.1482, -0.7815], [-1.4662, 2.0081, -1.9247], [2.9736, -1.1324, -0.3397], [2.0099, -2.3256, -0.7315], [1.0328, -0.6767, -0.6592], [0.2728, 0.3838, -2.0201], [2.0647, -1.9660, 0.9095]],
  "forces_ev_per_angstrom": [[-3.7, 1.3, 3.7], [1.9, -1.8, 0.9], [-3.3, 0.4, -1.6], [2.1, -1.8, -0.1], [1.0, 0.8, 2.5], [-1.6, 2.2, -2.5], [0.5, 0.6, -2.5], [1.7, -0.8, -0.7], [-0.5, 0.0, 1.0], [-0.1, -0.2, -1.0], [1.8, 1.4, -0.2], [0.3, 0.0, 1.1], [-0.2, -0.3, 0.7], [-0.1, -2.1, -1.1], [-0.7, 0.4, 0.4], [0.6, -0.8, 1.8], [0.5, 0.7, -2.4]],
  "total_charge": 1,
  "relative_energy_ev": 2.116,
  "gap_ev": 10.2,
  "multiplicity": 1
}

---

11.
{
  "formula": "C4H11N2O",
  "method": "ωB97M-V/def2-TZVPD",
  "species": ["N", "C", "C", "N", "C", "C", "O", "H", "H", "H", "H", "H", "H", "H", "H", "H", "H", "H"],
  "xyz": [[-1.0771, 1.8506, -0.6775], [-1.8516, 0.8606, 0.0184], [-1.1038, -0.4698, 0.3180], [-0.4434, -0.9642, -0.9078], [1.2279, -1.1280, -0.4099], [1.7951, -0.1898, 0.6834], [1.7568, 1.1013, 0.4092], [-0.2096, 2.0516, -0.1698], [-0.7512, 1.4336, -1.5364], [-2.1052, 1.2649, 1.0034], [-2.7454, 0.6098, -0.5556], [-1.8011, -1.3063, 0.5039], [-0.4849, -0.3583, 1.2051], [1.2394, -2.1193, 0.0520], [0.2964, -0.3752, -1.1580], [1.9840, -1.1472, -1.1999], [1.4260, -0.5273, 1.6863], [2.8477, -0.5872, 0.7351]],
  "forces_ev_per_angstrom": [[0.2, 0.6, -0.2], [0.3, -0.9, 0.9], [-0.7, -0.4, -1.2], [2.0, -1.7, 1.9], [0.3, -3.1, 2.5], [0.4, 0.0, -0.4], [-0.5, 0.8, 0.0], [-0.1, -0.3, 0.1], [0.0, 0.0, -0.3], [-0.5, 0.1, -0.1], [-0.2, 0.2, 0.0], [-0.2, 0.6, 0.4], [0.3, 0.0, -0.2], [0.1, -0.3, -0.2], [-0.4, 4.2, -2.4], [-0.9, 0.3, -0.8], [-0.4, 0.2, 0.0], [0.2, -0.3, -0.1]],
  "total_charge": -1,
  "relative_energy_ev": 3.538,
  "gap_ev": 7.4,
  "multiplicity": 1
}

---

12.
{
  "formula": "C4H11N2O",
  "method": "ωB97M-V/def2-TZVPD",
  "species": ["C", "C", "C", "O", "N", "C", "N", "H", "H", "H", "H", "H", "H", "H", "H", "H", "H", "H"],
  "xyz": [[0.8932, -0.9297, -0.2266], [-0.4137, -1.6730, -0.7618], [-1.8391, -0.9521, -0.6096], [-1.7647, 0.0665, 0.2807], [0.7876, 0.4864, -0.6266], [1.3294, 1.5584, 0.2019], [0.8204, 1.5329, 1.5966], [1.7836, -1.2951, -0.7560], [0.9293, -1.1674, 0.8753], [-0.4631, -2.7085, -0.4160], [-0.1484, -1.8429, -1.8192], [-2.7409, -1.6500, -0.4993], [-1.8865, -0.4989, -1.6561], [-0.2480, 0.6470, -0.4810], [1.0325, 2.5545, -0.1661], [2.4330, 1.3676, 0.2630], [-0.1510, 1.8174, 1.5463], [0.8181, 0.5658, 1.8946]],
  "forces_ev_per_angstrom": [[-1.2, 0.0, 0.4], [0.8, -0.7, -0.6], [1.4, 1.5, -1.2], [-0.5, -0.2, 0.6], [-1.9, 0.9, -0.1], [0.7, -1.7, 1.3], [0.5, 0.6, -0.2], [-0.1, -0.5, 0.5], [0.3, 0.6, -0.7], [0.3, 0.0, 0.7], [-0.6, 0.3, -0.1], [1.1, 0.2, 0.0], [-0.8, -0.5, 0.3], [0.5, -0.3, -0.3], [0.5, -0.5, -0.4], [-0.6, 0.8, -0.2], [-0.2, -0.3, 0.1], [-0.2, 0.0, 0.1]],
  "total_charge": -1,
  "relative_energy_ev": 1.603,
  "gap_ev": 7.1,
  "smiles": "NCNCCC[O-]",
  "multiplicity": 1
}